Record 1
C27H38BrN3PdSi | wB97M-V/def2-TZVPD

Each line ends with the Mulliken charge.
Element x y z (Å)
Pd1 0.60651 -0.29183 0.68819  -0.14
Br1 -3.22838 -5.09861 -3.97688  -0.20
C1 -2.08758 -4.29515 -2.70600  -0.42
C2 -2.18695 -2.94409 -2.44831  -0.63
C3 -1.33768 -2.37384 -1.51129  1.41
C4 -0.38869 -3.11707 -0.84304  0.01
C5 -0.31769 -4.48911 -1.10546  -0.96
C6 -1.15786 -5.07411 -2.03220  -0.85
N1 0.44244 -2.40786 0.09573  0.46
C7 1.30965 -3.09534 0.73088  0.02
C8 2.17513 -2.56337 1.78640  0.38
C9 3.08138 -3.38627 2.43106  -0.73
C10 3.86844 -2.84298 3.43845  -0.39
C11 3.71234 -1.50721 3.75401  -1.00
C12 2.77315 -0.75122 3.05548  -0.34
N2 2.02672 -1.27820 2.09720  0.23
H1 -2.91130 -2.33703 -2.97362  0.53
H2 -1.38926 -1.32116 -1.27722  -0.48
H3 0.38087 -5.14115 -0.60241  0.33
H4 -1.09168 -6.13432 -2.23018  0.42
H5 1.43513 -4.15337 0.52458  0.12
H6 3.16145 -4.42808 2.14534  0.43
H7 4.58954 -3.45349 3.96581  0.43
H8 4.30621 -1.04120 4.52798  0.47
H9 2.61667 0.30321 3.26409  0.35
C13 3.46929 1.40207 0.41132  -1.47
C14 2.48945 1.93149 1.41798  0.04
C15 2.70400 2.90408 2.37115  -0.86
C16 1.56618 2.92007 3.21704  -0.90
C17 0.69804 1.96070 2.74305  0.23
C18 -0.60914 1.51234 3.32084  -1.35
N3 1.25480 1.36679 1.64026  1.18
H10 3.88003 2.19273 -0.21961  0.43
H11 2.99847 0.66357 -0.23263  0.06
H12 4.31449 0.91367 0.90802  0.30
H13 3.58920 3.51896 2.45840  0.50
H14 1.39378 3.55620 4.07436  0.52
H15 -0.52162 1.35023 4.39711  0.49
H16 -0.91492 0.57226 2.86500  0.04
H17 -1.41128 2.24085 3.16736  0.26
C19 -0.43943 2.97298 -0.03571  -1.65
Si1 -0.74118 1.20615 -0.62835  0.78
C20 -0.19678 1.32335 -2.50850  2.67
C21 -0.73343 2.64261 -3.08693  -1.95
C22 1.33119 1.36096 -2.54937  -1.95
C23 -0.63090 0.19660 -3.45604  -1.80
C24 -2.68674 0.94447 -0.33558  2.43
C25 -2.92527 -0.04149 0.82046  -1.65
C26 -3.31508 2.29164 0.05881  -2.04
C27 -3.50537 0.46441 -1.54494  -1.82
H18 -1.06692 3.67800 -0.58417  0.63
H19 0.60778 3.25331 -0.17854  0.40
H20 -0.64895 3.08661 1.02694  0.33
H21 -0.32116 3.51273 -2.57789  0.32
H22 -1.82578 2.70126 -3.03198  0.30
H23 -0.45348 2.71552 -4.14570  0.56
H24 1.73043 2.21689 -2.00177  0.33
H25 1.67217 1.43944 -3.59032  0.54
H26 1.76019 0.45149 -2.12501  0.21
H27 -1.70309 0.00981 -3.44786  0.28
H28 -0.11525 -0.73735 -3.23429  0.36
H29 -0.35824 0.46929 -4.48363  0.58
H30 -2.75256 0.43589 1.78419  0.33
H31 -2.28293 -0.92220 0.76387  0.07
H32 -3.96796 -0.38540 0.80729  0.50
H33 -2.84949 2.72879 0.94120  0.37
H34 -4.37800 2.13681 0.28578  0.52
H35 -3.25649 3.02162 -0.75317  0.36
H36 -3.34337 -0.58482 -1.77930  0.19
H37 -3.32096 1.06106 -2.43876  0.23
H38 -4.57233 0.56644 -1.30898  0.64

Cartesian forces, eV/Å:
-0.076 0.565 0.114
-0.016 -0.014 -0.023
-0.008 -0.011 0.002
0.013 0.058 0.031
-0.071 0.212 -0.021
0.011 0.006 0.006
0.098 -0.020 0.053
0.003 0.015 0.008
-0.094 -0.132 -0.071
0.103 -0.200 0.081
0.044 -0.199 -0.060
0.062 -0.168 -0.001
-0.010 -0.016 -0.019
-0.023 0.008 -0.031
0.017 0.186 0.140
-0.073 -0.092 -0.105
0.011 -0.014 0.010
-0.051 0.059 -0.085
0.010 -0.001 -0.013
-0.001 -0.008 -0.001
0.046 -0.012 0.079
0.040 0.035 0.039
-0.012 -0.011 -0.021
-0.027 0.010 -0.006
-0.002 -0.042 -0.010
-0.099 0.085 0.082
-0.127 -0.089 0.056
-0.006 0.138 0.153
0.133 0.111 0.038
0.094 -0.287 0.006
0.073 0.126 -0.059
-0.024 -0.014 -0.297
-0.038 -0.001 -0.009
-0.056 -0.049 -0.107
-0.018 0.003 -0.026
-0.036 -0.037 -0.007
0.028 -0.037 -0.043
-0.013 0.020 -0.012
-0.021 -0.060 -0.014
-0.016 -0.018 -0.049
0.082 0.081 -0.043
-0.028 0.080 0.085
-0.224 -0.172 0.057
-0.044 -0.029 -0.061
0.053 0.126 -0.036
0.063 0.006 0.040
0.101 -0.003 -0.103
-0.155 0.030 -0.060
-0.059 -0.020 0.049
0.029 0.054 0.007
0.023 -0.005 0.048
-0.054 -0.005 0.019
0.016 0.018 -0.065
-0.014 -0.016 -0.016
0.058 0.025 -0.011
-0.022 0.000 0.045
0.050 -0.031 0.041
0.000 0.032 0.054
0.026 -0.023 -0.001
-0.050 -0.013 0.012
-0.002 -0.079 0.066
0.005 -0.010 0.048
0.063 -0.028 0.020
-0.021 -0.048 0.014
0.037 0.044 0.043
0.001 0.009 -0.008
0.051 0.004 -0.004
-0.006 -0.028 0.046
0.080 -0.047 -0.078
0.020 -0.016 -0.029
0.048 -0.042 0.010

## Properties
Orbital gap: 5.49 eV
Net charge: 0
Highest occupied orbital energy: -0.2501 hartree
LUMO level: -1.31 eV



Record 2
C8H22AsF6N2O10S2Sr | wB97M-V/def2-TZVPD

Each line ends with the Mulliken charge.
Element x y z (Å)
Sr1 19.32237 -3.95478 -23.59502  1.50
S1 20.37372 -5.44388 -20.20855  0.86
O1 19.49865 -6.62423 -19.96575  -0.87
O2 19.84474 -4.56939 -21.28130  -0.59
O3 20.08685 -4.87362 -18.83541  -0.79
O4 21.75189 -5.84308 -20.43086  -0.75
S2 22.09017 -4.38746 -24.48047  0.97
O5 21.81395 -4.90266 -25.84425  -0.88
O6 21.53162 -5.33272 -23.49622  -0.46
O7 23.48561 -4.31126 -24.11511  -0.73
O8 21.44752 -3.08215 -24.22220  -0.74
As1 18.47814 -1.48434 -20.31284  1.92
F1 17.92855 -0.93490 -18.66942  -0.56
F2 17.62664 -2.98559 -20.01728  -0.46
F3 18.85384 -1.94050 -21.99964  -0.38
F4 19.25759 0.08294 -20.59374  -0.53
F5 19.96337 -2.17144 -19.80916  -0.40
F6 16.93520 -0.83919 -20.95476  -0.54
C1 14.76985 -2.39486 -23.60366  -1.46
C2 16.19564 -2.77770 -24.07709  0.95
C3 17.02943 -1.56238 -24.44116  -1.13
O9 18.35513 -1.91760 -24.85082  0.27
C4 19.22747 -0.87885 -25.22326  -0.96
N1 16.74952 -3.60278 -23.05148  -0.04
H1 14.29747 -1.60415 -24.19566  0.38
H2 14.64790 -2.23166 -22.53568  0.34
H3 14.14286 -3.20715 -23.98271  0.38
H4 16.26792 -3.48690 -24.90915  -0.17
H5 17.07254 -0.83761 -23.62262  0.33
H6 16.47127 -1.04041 -25.22665  0.44
H7 19.58929 -0.40704 -24.30751  0.29
H8 18.75545 -0.17570 -25.91577  0.33
H9 20.07322 -1.34075 -25.73254  0.20
H10 16.46355 -3.02245 -22.26883  0.02
H11 16.24402 -4.47902 -23.02029  0.16
C5 18.53196 -6.08268 -27.69236  -1.73
C6 18.34818 -5.53666 -26.28041  1.05
C7 18.73829 -6.61992 -25.29766  -1.29
O10 18.49998 -6.20611 -23.93334  -0.12
C8 19.01386 -7.21518 -23.03780  -0.97
N2 19.17492 -4.32568 -26.10552  -0.24
H12 18.55673 -5.28274 -28.43355  0.40
H13 17.59724 -6.58118 -27.97633  0.48
H14 19.28317 -6.86107 -27.82146  0.32
H15 17.30018 -5.24396 -26.17018  0.08
H16 19.80947 -6.84276 -25.31427  0.42
H17 18.21618 -7.57421 -25.41375  0.47
H18 18.53919 -8.19982 -23.13553  0.38
H19 18.71739 -6.92331 -22.02791  0.17
H20 20.08480 -7.41499 -23.06863  0.37
H21 20.11519 -4.71834 -26.24103  0.11
H22 19.03849 -3.79680 -26.95921  0.19

Cartesian forces, eV/Å:
1.256 0.348 3.014
-2.090 -0.907 5.179
-0.878 -2.559 -2.920
-0.382 0.250 -0.998
1.990 2.296 -0.740
0.723 0.261 -0.374
1.872 -1.953 2.964
0.087 0.329 -1.306
-2.022 -0.670 -0.809
1.849 0.737 -1.533
-0.784 1.689 -1.333
-0.041 -1.025 1.044
0.729 -0.142 -1.344
0.142 0.848 -0.444
-0.313 0.519 0.371
-0.593 -0.467 0.108
-0.707 0.981 0.125
0.334 0.134 -0.053
-0.647 -0.295 -2.537
-0.138 -0.310 -0.653
0.593 0.720 0.288
-1.666 -0.345 -0.290
0.157 -0.086 0.315
0.165 0.802 1.127
0.380 0.684 0.297
0.267 0.022 -0.075
-0.141 -0.465 0.815
-0.903 0.630 -0.833
0.108 -0.193 0.382
0.206 -0.007 -0.497
0.069 0.381 -0.153
-0.207 0.193 0.104
0.041 -0.116 0.193
1.018 -0.995 1.319
0.020 -0.075 0.261
-1.752 -0.729 -0.554
0.387 0.145 -0.570
0.277 0.144 1.686
-0.119 -1.618 -1.030
-0.673 -0.272 1.295
-0.565 -1.455 -0.986
0.691 0.052 0.049
-0.136 -0.332 0.052
0.509 0.513 0.076
-0.172 -0.193 0.224
0.201 0.210 -0.588
-0.312 0.047 -0.513
-0.512 -0.009 -0.826
0.630 0.347 0.188
0.146 0.873 -0.259
1.047 0.559 0.534
-0.136 0.503 0.210

## Properties
Orbital gap: 2.31 eV
Net charge: -3
Highest occupied orbital energy: 0.1193 hartree
LUMO level: 5.56 eV



Record 3
C32H31N4O3PdSTe | wB97M-V/def2-TZVPD

Each line ends with the Löwdin spin population.
Element x y z (Å)
Pd1 -0.66922 1.02053 -1.44486  0.21
O1 0.43282 2.63959 -0.96693  0.01
N1 1.66894 2.80950 -1.33326  0.00
N2 2.10700 1.93332 -2.13591  0.00
O2 1.41081 0.96404 -2.61621  0.02
C1 3.49459 2.05398 -2.53160  0.00
C2 3.87960 1.39749 -3.68481  0.00
C3 5.20419 1.48610 -4.08878  0.00
C4 6.11803 2.21673 -3.34371  0.00
C5 5.70653 2.86026 -2.18301  0.00
C6 4.38765 2.78024 -1.76458  0.00
H1 3.14767 0.82618 -4.23527  0.00
H2 5.51765 0.97958 -4.99172  0.00
H3 7.15064 2.27501 -3.65946  0.00
H4 6.41618 3.42459 -1.59365  0.00
H5 4.05321 3.27214 -0.86317  0.00
S1 -2.98524 2.96957 -4.70885  0.00
C7 -3.19084 3.80675 -3.23285  0.00
C8 -2.38616 3.27552 -2.28649  0.00
N3 -1.62784 2.21598 -2.72862  0.00
C9 -1.85701 1.95320 -3.98771  0.00
H6 -3.86372 4.63946 -3.13669  0.00
H7 -2.28263 3.60666 -1.26592  0.00
H8 -1.37018 1.15107 -4.51645  0.00
C10 4.19693 -1.66314 4.92988  0.00
C11 3.14887 -1.48089 3.86660  0.00
C12 1.92855 -2.13559 3.93770  0.00
C13 0.94647 -1.97524 2.96658  0.00
C14 -0.34888 -2.72377 3.13204  0.00
C15 1.19170 -1.11837 1.88422  0.00
Te1 -0.26400 -0.95793 0.34589  0.00
N4 -1.92166 -0.35067 -1.43655  0.55
C16 -3.03923 -0.66622 -2.18762  0.06
O3 -3.69049 0.12154 -2.85632  0.14
C17 -3.51273 -2.08642 -2.01712  0.01
C18 -4.87190 -2.33677 -2.18762  0.00
C19 -5.36995 -3.61982 -2.02502  0.00
C20 -4.50957 -4.66437 -1.71285  0.00
C21 -3.15086 -4.42143 -1.56578  0.00
C22 -2.65491 -3.13381 -1.71012  0.00
C23 -1.76206 -0.13802 1.59989  0.00
C24 -2.98075 -0.80876 1.62658  0.00
C25 -4.03985 -0.32439 2.37800  0.00
C26 -3.87320 0.84417 3.10578  0.00
C27 -2.65834 1.50722 3.07200  0.00
C28 -1.57546 1.04103 2.32260  0.00
C29 -0.30217 1.83628 2.31526  0.00
C30 2.43163 -0.46320 1.78272  0.00
C31 2.80659 0.45716 0.64742  0.00
C32 3.38267 -0.65272 2.78028  0.00
H9 3.87083 -2.37222 5.68956  0.00
H10 4.42043 -0.71829 5.42751  0.00
H11 5.12997 -2.03255 4.50224  0.00
H12 1.73221 -2.79620 4.77484  0.00
H13 -0.25633 -3.46653 3.92373  0.00
H14 -0.64643 -3.24565 2.21977  0.00
H15 -1.16830 -2.05306 3.39512  0.00
H16 -5.52168 -1.51170 -2.44454  0.00
H17 -6.42923 -3.80488 -2.14627  0.00
H18 -4.89843 -5.66700 -1.59098  0.00
H19 -2.47547 -5.23433 -1.33386  0.00
H20 -1.59350 -2.95040 -1.59440  0.00
H21 -3.10773 -1.71842 1.05133  0.00
H22 -4.98201 -0.85615 2.39000  0.00
H23 -4.68746 1.24120 3.69790  0.00
H24 -2.53355 2.42341 3.63719  0.00
H25 -0.41055 2.71812 2.94590  0.00
H26 -0.04011 2.17438 1.30707  0.00
H27 0.53434 1.25003 2.69377  0.00
H28 2.00875 0.60100 -0.07857  0.00
H29 3.67274 0.06755 0.10882  0.00
H30 3.07758 1.44448 1.02869  0.00
H31 4.33386 -0.13617 2.70128  0.00

Cartesian forces, eV/Å:
0.424 -0.864 0.477
0.863 0.730 0.198
-0.292 -0.026 0.113
0.214 0.273 -0.066
0.211 -0.152 -0.183
-0.397 -0.087 0.007
0.153 -0.021 -0.030
-0.034 0.000 -0.016
-0.035 -0.020 0.031
-0.013 -0.008 -0.020
0.150 0.100 0.023
-0.007 0.000 0.010
0.025 -0.005 -0.004
0.020 0.018 -0.007
0.024 0.006 0.010
-0.003 -0.012 -0.010
-0.194 0.176 -0.149
0.040 0.056 -0.012
0.111 -0.074 -0.026
-0.754 0.462 -0.641
0.352 -0.078 0.229
-0.038 0.022 -0.009
-0.013 -0.023 0.006
-0.008 -0.062 0.004
0.002 -0.023 0.028
0.042 0.013 0.017
-0.005 -0.013 0.036
-0.032 0.012 -0.024
-0.056 -0.057 0.051
0.581 0.247 0.099
0.002 0.095 0.152
-1.679 -0.701 -0.579
0.698 -0.059 0.403
-0.139 0.294 0.021
-0.148 0.075 -0.161
0.071 -0.049 0.008
0.015 0.015 0.003
-0.013 0.011 -0.010
-0.021 0.015 0.008
0.109 -0.069 -0.002
-0.027 -0.118 -0.117
-0.022 -0.042 0.006
0.041 0.022 -0.023
-0.005 -0.044 -0.015
0.068 0.021 0.020
-0.156 0.073 0.085
0.051 0.056 -0.083
-0.089 -0.014 -0.005
-0.057 0.026 -0.038
-0.051 -0.021 -0.009
-0.009 -0.008 0.001
-0.009 0.022 -0.005
0.006 -0.005 -0.016
-0.012 -0.017 0.013
-0.002 0.003 0.001
0.032 0.022 -0.033
0.008 0.016 0.008
-0.011 0.013 -0.007
-0.010 -0.017 0.006
0.006 -0.012 0.006
0.009 -0.017 -0.005
-0.061 0.024 0.019
0.018 0.000 -0.019
-0.011 0.000 -0.003
-0.009 0.003 0.007
-0.013 0.005 0.009
0.011 0.008 -0.003
-0.020 -0.072 0.054
0.035 -0.011 0.022
0.027 -0.116 0.135
0.015 -0.014 0.002
0.000 -0.017 0.024
0.018 0.012 -0.017

## Properties
Orbital gap (alpha / beta): 7.95 / 6.75 eV
⟨S²⟩: 0.766
Net charge: 0
Energy above the lowest of the compared OMol25 structures with the same formula, charge and spin: 0.563 eV
Highest occupied orbital energy (alpha / beta): -0.2912 / -0.2903 hartree
2S+1: 2
LUMO level (alpha / beta): 0.03 / -1.15 eV



Record 4
C4H6O | wB97M-V/def2-TZVPD

Each line ends with the natural charge from an NBO analysis.
Element x y z (Å)
C1 -1.96530 0.22512 0.27314  -0.26
O1 -0.69102 0.59045 -0.28278  -0.47
C2 0.25143 -0.36636 -0.27592  0.19
C3 1.61841 -0.05469 -0.37760  -0.42
C4 2.72307 0.38270 -0.89428  -0.28
H1 -2.35116 -0.69129 -0.19758  0.18
H2 -2.64061 1.05879 0.06078  0.21
H3 -1.88288 0.07748 1.35936  0.19
H4 1.41655 -0.41663 0.77332  0.27
H5 -0.09006 -1.40093 -0.14655  0.19
H6 3.61157 0.59537 -0.29189  0.18

Cartesian forces, eV/Å:
-0.033 -0.056 0.012
0.268 -0.438 0.150
0.400 0.281 0.177
0.052 0.154 -0.688
-0.453 -0.210 0.463
0.134 0.245 0.101
0.191 -0.226 0.056
0.017 0.062 -0.280
-0.413 -0.095 0.111
0.166 0.342 0.012
-0.330 -0.060 -0.115

## Properties
Orbital gap (alpha / beta): 7.94 / 7.94 eV
Net charge: 0
Energy above the lowest of the compared OMol25 structures with the same formula, charge and spin: 4.978 eV
Highest occupied orbital energy (alpha / beta): -0.2757 / -0.2757 hartree
LUMO level (alpha / beta): 0.43 / 0.43 eV



Record 5
C4HN2P | wB97M-V/def2-TZVPD

Each line ends with the natural charge from an NBO analysis.
Element x y z (Å)
C1 -0.37135 -0.19101 1.70853  0.15
C2 0.37106 -0.08935 -2.01207  0.22
C3 -0.00543 0.37624 0.44355  -0.41
C4 -0.04811 -0.46489 -0.72831  -0.24
N1 -0.83433 -0.52854 2.69110  -0.26
N2 0.60925 0.31563 -3.05830  -0.24
P1 0.55505 2.01986 1.29081  0.51
H1 -0.27614 -1.43795 -0.33530  0.26

Cartesian forces, eV/Å:
-0.124 -0.003 -2.213
-0.519 0.080 0.276
1.128 0.670 -0.691
0.503 2.296 4.344
-0.608 -0.838 2.083
0.310 0.046 -0.538
-0.482 -1.514 -2.076
-0.209 -0.737 -1.184

## Properties
Orbital gap (alpha / beta): 7.26 / 6.38 eV
Net charge: 0
Energy above the lowest of the compared OMol25 structures with the same formula, charge and spin: 1.831 eV
Highest occupied orbital energy (alpha / beta): -0.3472 / -0.3419 hartree
LUMO level (alpha / beta): -2.18 / -2.92 eV